# 1
Entry from the OMol25 dataset: an isolated molecule of C4H7NO (ωB97M-V with the def2-TZVPD basis set).

XYZ file:
```
13
Properties=species:S:1:pos:R:3:forces:R:3:lowdin_charge:R:1
C -0.676929 1.245399 -1.010108 0.073 0.221 -0.020 -0.016
N -0.079239 0.113065 -0.286384 -0.253 -0.335 -0.015 -0.251
C -0.214583 -1.051382 -0.893561 -0.026 -0.081 0.035 0.022
C 0.332799 0.279791 0.994258 -0.076 -0.034 0.022 -0.082
C 0.976473 -0.812882 1.664231 0.053 0.063 0.071 -0.327
O 1.153242 -0.919993 2.868781 0.020 0.118 -0.308 -0.009
H -0.736246 1.000564 -2.072568 0.130 0.076 0.206 0.090
H -0.123160 2.168458 -0.852142 0.056 -0.081 0.065 0.095
H -1.694921 1.339902 -0.626007 0.144 0.156 -0.077 0.106
H -0.274528 -1.948609 -0.303329 0.257 -0.069 -0.114 0.075
H -0.250340 -1.066934 -1.972383 -0.254 0.007 0.118 0.072
H 0.209606 1.243624 1.470631 -0.193 -0.125 -0.145 0.117
H 1.352772 -1.597354 0.966991 0.068 0.082 0.160 0.109
```
Positions in Å, forces in eV/Å.

Summary:
- 2S+1 = 1
- charge = 0
- E_LUMO (eV) = 0.05
- energy (Ha) = -286.51863
- relative energy (zero: lowest compared OMol25 entry of this formula, charge and spin) (kJ/mol) = 296.72

---

# 2
Entry from the OMol25 dataset: an isolated molecule of C4H7NO (ωB97M-V with the def2-TZVPD basis set).

XYZ file:
```
13
Properties=species:S:1:pos:R:3:forces:R:3:lowdin_charge:R:1
O 2.504484 -0.740990 -0.321273 0.337 -0.141 -0.052 -0.069
N 1.833405 0.443065 -0.010028 -0.657 0.134 0.072 0.034
C 0.584871 0.238228 0.034996 0.385 0.114 -0.001 -0.325
C -0.315103 -0.955618 -0.176415 0.074 -0.147 -0.036 -0.108
C -1.525346 -0.006448 0.049185 -0.225 -0.024 0.003 -0.159
C -0.559062 1.185062 0.316612 0.030 0.160 0.029 -0.108
H 3.428886 -0.463127 -0.328049 -0.157 -0.085 -0.009 0.087
H -0.234243 -1.414702 -1.167006 -0.010 0.074 0.151 0.113
H -0.182369 -1.739041 0.577078 -0.029 0.107 -0.110 0.115
H -2.154594 0.126271 -0.834645 0.107 -0.026 0.145 0.101
H -2.162751 -0.273352 0.895739 0.102 0.043 -0.140 0.100
H -0.640550 2.028088 -0.376471 0.024 -0.137 0.099 0.110
H -0.577630 1.572559 1.340282 0.018 -0.072 -0.150 0.110
```
Positions in Å, forces in eV/Å.

Summary:
- 2S+1 = 1
- charge = 0
- SMILES = ON=C1CCC1
- E_LUMO (eV) = 1.11
- energy (Ha) = -286.52409
- relative energy (zero: lowest compared OMol25 entry of this formula, charge and spin) (kJ/mol) = 282.39

---

# 3
Entry from the OMol25 dataset: an isolated molecule of C4H7NO in a non-equilibrium geometry (ωB97M-V with the def2-TZVPD basis set).

XYZ file:
```
13
Properties=species:S:1:pos:R:3:forces:R:3:lowdin_charge:R:1
C 2.041905 -0.300730 0.159385 2.111 4.352 -0.850 -0.011
C 0.617825 0.088166 0.229719 0.849 -1.740 -0.635 -0.461
N 0.070453 1.225183 0.032089 0.647 -1.359 -0.001 0.104
C -1.350194 0.930354 -0.124468 -0.326 -0.331 0.543 -0.186
C -1.390082 -0.609302 -0.042441 -1.424 -1.939 -2.950 -0.173
O -0.104554 -1.077953 0.312729 -0.252 2.000 0.471 -0.036
H 2.517648 -0.436922 1.122110 -0.041 0.214 0.337 0.073
H 2.405227 0.724269 -0.326218 0.309 -2.208 1.174 0.126
H 2.428141 -1.102404 -0.466645 -1.062 -0.149 -0.226 0.080
H -1.931134 1.404185 0.673074 0.007 0.009 -0.101 0.107
H -1.718513 1.299601 -1.090629 0.125 -0.069 0.303 0.111
H -1.495245 -1.080091 -1.129886 -0.578 1.011 2.120 0.155
H -2.091482 -1.064362 0.651184 -0.365 0.210 -0.184 0.111
```
Positions in Å, forces in eV/Å.

Summary:
- 2S+1 = 1
- charge = 0
- SMILES = CC1=NCCO1
- E_LUMO (eV) = 1.00
- energy (Ha) = -286.56476
- relative energy (zero: lowest compared OMol25 entry of this formula, charge and spin) (kJ/mol) = 175.61

---

# 4
Entry from the OMol25 dataset: a structure of composition C4H7NO in a non-equilibrium geometry (ωB97M-V with the def2-TZVPD basis set).

XYZ file:
```
13
Properties=species:S:1:pos:R:3:forces:R:3:lowdin_charge:R:1
C 1.603711 -0.765618 -0.013897 0.131 -0.095 -0.141 -0.040
N 0.179716 -0.467923 -0.091678 0.067 0.361 -0.031 -0.146
C -0.336723 0.640789 0.664529 -0.003 0.107 0.537 -0.291
C -1.664885 0.747325 0.004743 0.229 -0.489 -0.484 -0.007
C -0.590378 -0.397674 -1.240225 0.027 0.017 0.680 -0.269
O -0.451681 -0.996214 -2.268983 -0.820 1.241 1.041 0.096
H 1.859519 -1.305271 0.906569 -0.270 0.049 -0.204 0.088
H 1.917389 -1.363492 -0.868054 -0.086 0.032 0.015 0.088
H 2.168778 0.178923 -0.002004 -0.070 -0.192 -0.116 0.088
H 0.319010 1.513892 0.521869 -0.301 -0.016 0.191 0.121
H -0.537105 0.466392 1.717260 0.744 -0.253 0.430 0.116
H -2.346171 -0.000693 0.419698 0.116 -0.017 -0.244 0.065
H -2.121181 1.749565 0.250173 0.235 -0.744 -1.675 0.091
```
Positions in Å, forces in eV/Å.

Summary:
- 2S+1 = 1
- charge = 0
- E_LUMO (eV) = 0.86
- energy (Ha) = -286.52347
- relative energy (zero: lowest compared OMol25 entry of this formula, charge and spin) (kJ/mol) = 284.02

---

# 5
Entry from the OMol25 dataset: a structure of composition C4H7NO in a non-equilibrium geometry (ωB97M-V with the def2-TZVPD basis set).

XYZ file:
```
13
Properties=species:S:1:pos:R:3:forces:R:3:lowdin_charge:R:1
O -2.362361 -0.697848 0.383426 0.532 0.182 0.715 -0.165
C -0.839841 0.282263 -0.338675 -0.366 -0.502 0.549 -0.052
C 0.041082 1.246381 0.475981 -0.160 -0.042 -0.100 -0.077
C 1.181570 0.431514 -0.135207 0.310 0.263 -0.139 -0.242
N 1.151720 -0.868154 0.513836 0.064 0.020 0.030 0.077
C 0.238397 -0.643017 -0.632077 -0.199 -0.121 -0.444 -0.242
H -1.713938 -1.328676 0.704088 -0.201 -0.505 0.191 0.011
H -1.933708 -0.005816 -0.631933 0.254 1.010 -0.849 0.074
H 0.049499 1.202951 1.571227 -0.237 -0.179 -0.282 0.122
H -0.045471 2.286201 0.151149 -0.051 -0.192 -0.022 0.108
H 2.034742 0.798344 -0.691275 -0.030 -0.024 0.149 0.142
H 1.919652 -1.425354 0.136714 -0.077 0.055 0.112 0.103
H 0.278656 -1.278790 -1.507253 0.160 0.035 0.090 0.141
```
Positions in Å, forces in eV/Å.

Summary:
- 2S+1 = 1
- charge = 0
- E_LUMO (eV) = 0.80
- energy (Ha) = -286.39842
- relative energy (zero: lowest compared OMol25 entry of this formula, charge and spin) (kJ/mol) = 612.34

---

# 6
Entry from the OMol25 dataset: an isolated molecule of C4H7NO in a non-equilibrium geometry (ωB97M-V with the def2-TZVPD basis set).

XYZ file:
```
13
Properties=species:S:1:pos:R:3:forces:R:3:lowdin_charge:R:1
O 2.104120 0.636129 0.058340 -0.041 0.090 0.348 -0.020
C 0.917666 0.189813 -0.541109 -0.378 -0.085 0.178 -0.348
C 0.257430 -1.153853 -0.139713 0.120 -0.506 -0.089 -0.084
C -1.095467 -0.457211 -0.062416 -0.038 -0.377 -0.520 -0.315
N -1.054206 0.263155 1.170073 0.553 0.400 -0.301 0.054
C -0.409883 0.866316 -0.188799 -0.143 0.160 1.014 -0.113
H 1.843880 1.157969 0.825446 0.184 -0.166 0.113 0.093
H 1.144541 0.143650 -1.622812 -0.589 0.455 0.368 0.153
H 0.617627 -1.449154 0.846471 -0.259 -0.319 -0.105 0.119
H 0.304270 -1.949890 -0.873198 0.330 -0.124 -0.051 0.104
H -2.021442 -0.805052 -0.504957 0.064 0.018 0.032 0.137
H -2.014060 0.631409 1.306339 0.949 0.577 -0.324 0.096
H -0.594471 1.926718 -0.273671 -0.753 -0.122 -0.663 0.122
```
Positions in Å, forces in eV/Å.

Summary:
- 2S+1 = 1
- charge = 0
- SMILES = O[C@H]1C[C@H]2N[C@@H]12
- E_LUMO (eV) = 1.03
- energy (Ha) = -286.50595
- relative energy (zero: lowest compared OMol25 entry of this formula, charge and spin) (kJ/mol) = 330.01

---

# 7
Entry from the OMol25 dataset: a structure of composition C4H7NO (ωB97M-V with the def2-TZVPD basis set).

XYZ file:
```
13
Properties=species:S:1:pos:R:3:forces:R:3:lowdin_charge:R:1
C -1.810426 -0.418559 0.381710 -0.025 0.052 -0.009 -0.054
C -0.311730 -0.598368 0.442360 -0.064 -0.070 0.251 -0.320
C 0.537229 0.417762 -0.663190 0.143 0.268 -0.479 -0.124
N 0.479321 0.353086 0.926141 -0.318 -0.242 0.155 0.056
C 1.990310 0.678821 -0.122474 0.315 -0.102 -0.175 -0.359
O 2.890841 -0.099063 -0.342786 -0.322 0.228 0.091 0.011
H -2.226431 -0.811882 1.316698 0.065 0.017 -0.131 0.086
H -2.267303 -0.970119 -0.445840 0.100 0.059 0.101 0.081
H -2.061177 0.643696 0.320431 0.034 -0.154 0.011 0.085
H 0.038541 -1.641076 0.330141 0.000 0.165 0.014 0.143
H 0.722562 -0.435120 -1.326586 -0.063 0.026 0.108 0.143
H -0.097921 1.188140 -1.098667 0.109 -0.114 0.115 0.125
H 2.116190 1.692680 0.282065 0.027 -0.133 -0.052 0.129
```
Positions in Å, forces in eV/Å.

Summary:
- 2S+1 = 1
- charge = 0
- E_LUMO (eV) = 0.74
- energy (Ha) = -286.45453
- relative energy (zero: lowest compared OMol25 entry of this formula, charge and spin) (kJ/mol) = 465.01

---

# 8
Entry from the OMol25 dataset: a cluster of 2 separate species, C4H7NO in total in a non-equilibrium geometry (ωB97M-V with the def2-TZVPD basis set).

XYZ file:
```
13
Properties=species:S:1:pos:R:3:forces:R:3:lowdin_charge:R:1
C 0.915404 0.663639 -0.367098 -0.207 -0.043 -0.140 -0.009
C -0.134799 -0.066739 -0.728477 0.190 0.150 -0.002 -0.190
C -1.406943 -0.139475 0.088567 -0.013 -0.004 0.072 -0.187
C -2.417849 0.778342 -0.457861 -0.685 0.612 -0.382 -0.225
N -3.183781 1.519328 -0.907228 0.726 -0.752 0.449 0.140
H 1.799325 0.726796 -0.995812 -0.136 -0.024 0.078 0.072
H 0.937071 1.223390 0.565575 -0.041 -0.089 -0.157 0.081
H -0.130116 -0.615638 -1.668837 -0.014 0.118 0.121 0.108
H -1.210509 0.139262 1.130329 -0.045 -0.004 -0.173 0.122
H -1.824524 -1.153411 0.092704 0.066 0.180 -0.018 0.119
O 2.349168 -1.145412 1.421334 0.039 -0.142 -0.128 -0.069
H 3.084488 -1.086536 0.800171 -0.012 -0.034 0.145 0.039
H 1.575115 -1.206372 0.845660 0.134 0.032 0.135 -0.001
```
Positions in Å, forces in eV/Å.

Summary:
- 2S+1 = 1
- charge = 0
- SMILES = C=CCC#N.O
- E_LUMO (eV) = 0.67
- energy (Ha) = -286.56799
- relative energy (zero: lowest compared OMol25 entry of this formula, charge and spin) (kJ/mol) = 167.14

---

# 9
Entry from the OMol25 dataset: an isolated molecule of C4H7NO (ωB97M-V with the def2-TZVPD basis set).

XYZ file:
```
13
Properties=species:S:1:pos:R:3:forces:R:3:lowdin_charge:R:1
O 0.777614 -0.262356 2.548620 0.291 -0.088 -0.173 0.004
C 0.992162 -0.253867 1.246355 -0.396 0.162 0.181 -0.033
C -0.745947 -1.134404 -1.066784 0.028 0.027 -0.028 -0.020
N -0.289966 0.083762 -0.785887 -0.047 0.004 -0.073 -0.327
C -0.237588 0.387781 0.647733 0.049 -0.048 -0.025 -0.205
C 0.191958 1.008425 -1.605207 0.053 -0.032 -0.024 -0.013
H 1.560061 -0.650916 2.967250 -0.130 0.077 0.000 0.104
H -0.734831 -1.474222 -2.092897 -0.007 0.062 0.134 0.063
H -1.119651 -1.746767 -0.261686 0.059 0.110 -0.090 0.053
H -0.182920 1.474407 0.784629 0.055 -0.134 -0.008 0.128
H -1.169005 0.041129 1.110456 0.134 -0.015 -0.018 0.130
H 0.251744 0.786169 -2.661442 -0.021 0.021 0.131 0.064
H 0.573025 1.929001 -1.193319 -0.067 -0.144 -0.006 0.051
```
Positions in Å, forces in eV/Å.

Summary:
- 2S+1 = 1
- charge = 0
- E_LUMO (eV) = 0.75
- energy (Ha) = -286.42742
- relative energy (zero: lowest compared OMol25 entry of this formula, charge and spin) (kJ/mol) = 536.20

---

# 10
Entry from the OMol25 dataset: an isolated molecule of C4H7NO in a non-equilibrium geometry (ωB97M-V with the def2-TZVPD basis set).

XYZ file:
```
13
Properties=species:S:1:pos:R:3:forces:R:3:lowdin_charge:R:1
C -1.461217 -0.353617 0.524533 -0.033 0.078 0.018 -0.068
C -0.362181 -0.099484 -0.482833 -0.096 0.097 0.093 -0.370
C 0.581364 1.083906 -0.216523 0.045 0.282 0.211 -0.043
C 1.586556 0.044556 0.273845 0.459 0.043 0.133 -0.460
O 2.623305 0.071373 0.879776 -0.581 -0.176 -0.642 0.098
N 0.764805 -1.028577 -0.155111 -0.956 0.163 -0.896 0.096
H -1.836919 -1.374635 0.387722 -0.031 0.227 0.053 0.079
H -0.998285 -0.304611 1.517251 -0.308 0.056 -0.048 0.087
H -2.291835 0.354178 0.450323 0.099 -0.063 0.038 0.077
H -0.726679 -0.137284 -1.525637 0.238 -0.216 0.425 0.140
H 0.979560 1.493735 -1.155515 -0.179 0.079 0.295 0.124
H 0.257916 1.871167 0.462908 0.112 0.042 -0.045 0.115
H 0.883609 -1.620707 -0.960738 1.231 -0.613 0.366 0.126
```
Positions in Å, forces in eV/Å.

Summary:
- 2S+1 = 1
- charge = 0
- SMILES = C[C@H]1CC(=O)N1
- E_LUMO (eV) = 0.83
- energy (Ha) = -286.58586
- relative energy (zero: lowest compared OMol25 entry of this formula, charge and spin) (kJ/mol) = 120.22

---

# 11
Entry from the OMol25 dataset: an isolated molecule of C4H7NO (ωB97M-V with the def2-TZVPD basis set).

XYZ file:
```
13
Properties=species:S:1:pos:R:3:forces:R:3:lowdin_charge:R:1
C -0.589538 -1.686263 0.666004 -0.186 -0.259 -0.001 0.008
C -0.807176 -0.228466 0.464335 0.495 -0.226 0.145 -0.448
N -0.145980 0.573738 1.211332 0.139 -0.355 -0.213 0.088
C 0.803542 1.042980 0.201109 0.443 0.249 -0.268 -0.202
C -0.017835 1.178535 -1.070387 0.153 0.236 -0.048 -0.146
O -0.936576 0.084178 -0.866856 0.089 -0.171 0.027 -0.037
H -0.541223 -2.000939 1.707803 -0.315 0.058 -0.167 0.090
H 0.462103 -1.662399 0.296848 -0.362 -0.468 0.164 0.097
H -1.129520 -2.348139 -0.005784 -0.268 -0.012 0.257 0.081
H 1.484175 1.838820 0.488373 -0.341 0.306 0.021 0.112
H 1.420893 0.121675 0.052848 0.267 0.617 -0.055 0.116
H 0.543651 0.954066 -1.978071 -0.063 0.183 0.076 0.120
H -0.546516 2.132213 -1.167554 -0.052 -0.158 0.060 0.119
```
Positions in Å, forces in eV/Å.

Summary:
- 2S+1 = 1
- charge = 0
- SMILES = CC1=NCCO1
- E_LUMO (eV) = 0.97
- energy (Ha) = -286.53339
- relative energy (zero: lowest compared OMol25 entry of this formula, charge and spin) (kJ/mol) = 257.97

---

# 12
Entry from the OMol25 dataset: a structure of composition C4H7NO in a non-equilibrium geometry (ωB97M-V with the def2-TZVPD basis set).

XYZ file:
```
13
Properties=species:S:1:pos:R:3:forces:R:3:lowdin_charge:R:1
O 2.485938 -0.573978 -0.261572 -0.738 -2.215 1.190 -0.154
N 1.886897 0.622485 -0.074743 -0.941 0.195 -0.062 0.007
C 0.618320 0.509001 -0.276760 0.817 0.054 0.397 -0.344
C -0.092371 -0.759866 -0.389525 1.013 -1.721 1.430 -0.102
C -1.379264 -0.042384 0.107366 0.027 -0.332 0.301 -0.137
C -0.580780 1.300869 0.208094 0.001 0.099 -0.169 -0.094
H 1.787801 -1.371770 0.242867 2.377 2.449 -1.688 0.124
H -0.050806 -1.464292 -1.214668 -0.144 0.402 -0.285 0.108
H 0.692887 -1.570767 0.443715 -2.828 1.342 -0.984 0.163
H -2.227155 -0.017603 -0.592376 0.448 -0.164 0.095 0.109
H -1.727197 -0.434242 1.061298 -0.097 0.147 0.006 0.102
H -0.935350 2.080922 -0.469779 0.022 -0.124 0.057 0.107
H -0.478920 1.721619 1.216088 0.043 -0.132 -0.289 0.112
```
Positions in Å, forces in eV/Å.

Summary:
- 2S+1 = 1
- charge = 0
- E_LUMO (eV) = 0.55
- energy (Ha) = -286.43666
- relative energy (zero: lowest compared OMol25 entry of this formula, charge and spin) (kJ/mol) = 511.95

---

> charge of number 4 (C4H7NO)?

0

---

> Number 4 is which compound?

C4H7NO